(1)
Here is C33H35GeN2O2P2S5W as an isolated structure in a non-equilibrium geometry from the OMol25 dataset. Energies are from wB97M-V/def2-TZVPD.

Each line ends with the Mulliken charge.
Atoms and positions in Å:
H -1.30870 1.36120 -4.46270  0.67
C 2.70030 -1.19050 1.95880  0.13
C -2.59090 3.35440 -2.06120  -0.61
H 2.35670 0.48030 -2.13720  0.13
H 1.98800 1.81590 2.36610  0.35
C -2.04600 1.88270 -3.86630  -0.32
H -3.69900 1.14600 -5.00260  0.54
S -4.74910 -2.45380 -5.05430  -0.14
H 2.54130 -4.12660 -0.50850  0.49
C -1.89020 1.85900 0.88720  0.16
H 3.88000 -0.48840 -3.83690  0.44
H 4.05940 -0.08780 3.21180  0.37
C -3.39160 1.75630 -4.16510  -0.70
P 0.95890 -2.50470 0.33340  1.24
C -3.93570 3.21130 -2.34190  -0.78
C 3.10190 -3.28470 3.75070  -0.75
N -1.41650 1.35360 2.07220  -0.35
H 2.52400 2.38150 -6.68510  0.44
C -1.54770 -1.12390 -2.67000  -0.32
C 0.17250 5.73700 -2.23460  -0.53
H 3.24870 -4.09360 4.44750  0.44
S -4.07640 -1.81650 -2.23350  -0.12
H 0.98850 3.32390 -5.00490  0.49
H 4.36240 -1.92360 4.80930  0.44
H -0.75950 -3.70690 1.57380  0.42
W 0.08120 -0.24520 -0.06740  1.56
C 3.28280 0.87620 -5.37030  -0.68
H -4.66130 3.72040 -1.72730  0.45
C 2.70060 1.66820 1.55560  -1.55
C 0.12400 1.84750 -0.36380  -1.13
H 3.93020 0.44300 -6.11560  0.41
H -5.39260 2.27140 -3.59920  0.43
H 2.76970 -2.53350 -1.27680  0.23
C 2.27690 -3.46670 2.65500  -0.98
C 1.56390 1.94770 -3.46630  0.57
C 3.54570 -1.02430 3.04820  -0.98
H -0.84330 5.62780 -2.59010  0.40
C 1.62100 2.48640 -4.74640  -0.92
H -2.28620 3.99090 -1.23960  0.52
H 4.03390 -0.84310 -0.89170  0.20
Ge 0.25420 2.75910 -2.21120  0.96
C -4.34210 2.40000 -3.38980  -0.71
C -2.48400 -1.33940 -1.70040  0.58
H 0.13330 0.40630 2.90910  0.31
H 4.15270 0.92340 -0.77540  0.45
P 2.39990 0.08830 0.68210  1.49
C 2.40470 0.89520 -3.13900  0.05
H -1.99850 1.58370 2.87320  0.29
C 2.79020 6.03240 -1.38010  -0.87
H 2.59360 2.46900 0.82370  0.28
C 3.25140 0.35220 -4.09080  -0.75
C 4.00380 0.00350 -0.20880  -1.51
C 2.02920 7.14940 -1.67720  -0.48
H -1.07560 -0.61070 2.41420  0.42
H 0.13460 7.87620 -2.33760  0.42
H 1.80600 -4.42430 2.48740  0.39
S -2.05870 -1.41250 -4.31980  0.02
C 3.72710 -2.06390 3.95040  -0.90
C 2.03410 -3.25950 -0.93610  -1.30
S 0.11590 -0.84570 -2.35000  -0.13
H 3.71350 1.70600 1.95300  0.59
C 2.23950 4.77140 -1.51500  -0.21
C 0.92510 4.61010 -1.93730  0.21
H 3.81090 6.15140 -1.05130  0.42
H 0.38450 2.55230 0.43830  1.20
H 2.45900 8.13520 -1.58410  0.39
H 4.79100 -0.10310 0.53780  0.65
O -2.78300 2.65010 0.85490  -0.56
O -1.23280 1.44610 -0.24540  0.23
C -3.68980 -1.92140 -3.94530  0.12
C -0.17690 -3.89100 0.66980  -1.59
H -0.86100 -3.97970 -0.17780  0.43
H 0.38480 -4.82110 0.77100  0.54
H 1.41920 -3.56040 -1.78560  0.46
C -1.63300 2.67340 -2.80360  0.20
C 0.72170 7.00230 -2.10300  -0.72
S -2.12960 -1.36460 -0.03030  -0.57
C 2.48050 1.95820 -5.69260  -0.73
N -0.55080 0.24030 2.16640  -0.46
H 2.84190 3.89160 -1.31740  0.39
C 2.05930 -2.41860 1.77270  0.31

Results
Charge: +1
HOMO-LUMO gap (alpha / beta): 5.596 / 5.581 eV
HOMO (alpha / beta): -9.72 / -9.71 eV

---

(2)
Here is C33H35HfI2N5O8PS as an isolated structure in a non-equilibrium geometry from the OMol25 dataset. Energies are from wB97M-V/def2-TZVPD.

Each line ends with the Mulliken charge.
Atoms and positions in Å:
H 2.40136 4.61974 -0.36075  0.07
H 0.54136 4.24026 -1.96186  0.34
H 0.38303 -3.77552 2.18023  0.18
C -2.76621 2.73929 0.44169  0.02
H 1.72333 1.72519 2.65471  0.40
H 1.58898 3.24294 1.75229  0.45
O -4.88427 -3.83179 0.37120  -0.54
C 1.51499 -1.09588 1.69809  0.61
C -0.62913 -2.20313 -5.46380  -0.53
H 0.11429 -3.95407 -4.48153  0.51
C 3.22843 -1.42588 3.27714  -0.62
I -0.86415 1.86878 -4.06689  0.07
C -1.25283 -0.55204 4.23208  -0.97
C -2.42003 -2.03833 -0.68370  0.79
H -0.70552 -0.66940 5.15983  0.55
N -0.51485 -3.70954 1.72632  -0.60
C -0.57364 -0.61292 3.01880  0.67
O -1.54650 -1.10583 -0.94125  -0.50
C -0.03277 2.89860 3.12752  -1.19
C 4.18205 2.02856 -1.14165  -1.33
C 0.12127 -0.83595 -3.12787  -0.16
H 1.78548 -2.96655 -0.30553  0.41
H 2.87025 -2.17248 -2.75273  0.53
H 1.97275 6.15442 -1.13004  0.47
C -1.64942 -4.36021 2.03197  -0.39
H 3.68900 -2.60910 -1.27155  0.58
C 4.44036 -0.08027 -2.20958  -1.10
C 2.90930 -1.96756 -1.68396  -1.62
C 0.77520 -3.07060 -2.07688  -1.81
S 1.88799 -1.07272 4.27200  -0.29
O 0.45009 1.66189 1.07574  -0.50
H 1.42371 5.81569 0.51809  0.29
H -0.69377 2.08279 3.42509  0.17
H -2.36609 3.24300 1.32013  0.08
O 0.54056 -0.15539 -2.05638  0.19
O -1.74382 1.88843 -0.14176  0.56
C -2.62020 -0.35991 4.23888  -0.90
O -4.35935 -5.15643 2.08201  -0.59
H -0.08134 -3.46028 -1.53843  0.41
C 1.61218 5.37057 -0.46110  -1.03
C 0.35312 4.76039 -1.01975  -0.27
C -2.61413 -3.91222 1.15888  0.26
C 1.02864 2.40929 2.17323  -0.36
H -4.43956 -3.16687 -0.19776  0.38
I -1.14484 -3.21795 -7.20270  0.09
H 3.63529 -1.58305 1.18731  0.33
H 1.32106 -3.93109 -2.46438  0.75
H 4.48176 3.05250 -0.95945  0.48
C 3.33772 -0.53523 -1.50125  0.95
H -1.72328 -5.07385 2.83910  0.55
C -0.05084 -2.88301 -4.40924  -1.08
N -0.66591 -2.88654 0.69109  0.55
H -2.55729 4.47926 -0.83466  0.12
C -3.28612 3.70265 -0.59532  -1.22
C -0.86863 -0.83943 -5.35846  -0.34
H 0.44562 3.29580 4.02548  0.49
C 0.86454 -0.89518 2.89440  0.55
H -3.03427 -0.17140 0.90543  0.98
C -2.55395 -0.28301 1.86958  -0.93
H 5.72000 1.59819 -2.58646  0.45
Hf 0.26050 -0.57097 -0.09598  1.56
C -3.29214 -0.23272 3.02998  -1.55
N 1.61656 -2.34257 -1.08368  -0.04
H -4.18755 4.18565 -0.21051  0.43
H 2.55686 2.08955 0.24229  0.58
H -3.54721 3.16639 -1.50863  0.31
O -0.21230 3.81845 -0.05849  -0.27
P -0.20316 2.24308 -0.34226  -0.05
H -4.36534 -0.10163 2.98233  0.61
C 3.09998 1.49559 -0.47813  -0.32
C 2.89352 -1.40329 1.95855  -1.31
H -3.16278 -0.32099 5.17642  0.46
H -1.33655 -0.29516 -6.16780  0.42
H 4.94804 -0.74773 -2.89599  0.55
H 4.19679 -1.61976 3.71945  0.51
C 4.86656 1.21997 -2.03668  -0.66
C -0.49456 -0.18154 -4.19962  -0.32
H -3.55601 2.06749 0.76359  0.38
H -0.41232 5.51229 -1.19137  0.33
C -4.03078 -4.36959 1.23448  0.40
N 2.67147 0.23854 -0.65310  0.72
H -0.63009 3.69572 2.68025  0.24
C -1.93831 -2.99719 0.34220  -0.61
N -1.22669 -0.45769 1.84958  1.71
C 0.30662 -2.21874 -3.23923  1.35
O -3.52205 -2.13075 -1.17927  -0.84

Results
Charge: +1
HOMO-LUMO gap: 7.208 eV
HOMO: -10.14 eV

---

(3)
Here is C33H35N4O6SSiTi as an isolated structure in a non-equilibrium geometry from the OMol25 dataset. Energies are from wB97M-V/def2-TZVPD.

Each line ends with the Mulliken charge.
Atoms and positions in Å:
C -5.14818 -0.87007 2.51525  -0.86
H -2.10758 -3.24517 0.86475  0.43
C 1.97852 1.78053 -1.15545  0.41
H 2.17862 0.40123 1.10585  0.40
H 4.65542 2.93223 -0.89265  0.41
C -6.16268 -1.82827 0.12555  -0.54
O 2.08762 4.51523 -3.29665  -0.59
H -4.45788 -1.85427 -2.53525  -0.35
C -3.21228 -4.64077 -2.00875  -0.46
Ti -1.57768 -0.43867 -1.09975  -0.17
H 1.10302 -1.78507 1.90835  0.76
C 2.55792 2.03633 2.47175  -0.81
C 2.55782 3.95253 -2.33595  0.03
O 3.00692 -1.81457 3.43105  -0.57
H -0.67528 3.29153 -3.71235  0.20
H 2.54782 3.79203 3.71485  0.39
C 1.55232 -2.54047 1.27865  -0.10
H 2.31322 6.45863 -1.53915  0.51
C 2.66202 -3.24797 1.70605  -0.38
C 4.84622 5.93843 0.64155  -0.57
H -1.02908 -5.45147 1.05405  0.45
N -0.98378 2.33253 -3.73665  -0.31
H -0.52738 2.70293 -1.02295  -0.13
H 0.75352 1.41633 1.42385  -0.11
H 2.20922 4.14933 2.03365  0.23
H -1.82128 1.68053 0.69625  0.54
H 2.60742 3.09763 0.24935  -0.18
H 5.95002 4.11523 0.83435  0.47
H 2.05072 2.15473 -3.10815  0.36
H 4.08462 -4.78507 1.30535  0.53
H -6.55878 -2.20927 -0.80525  0.34
C 5.13982 4.61933 0.33085  -0.42
H -3.24968 -0.77457 1.50175  0.14
C -6.99758 -1.67697 1.21735  -0.63
N 3.27392 -2.90377 2.97355  0.99
H -3.84788 -4.43377 -2.85705  0.35
H -2.13068 3.29983 -1.47425  0.60
C -2.13898 1.40123 -0.31885  -1.04
H 5.42002 6.44963 1.39865  0.43
C 2.70522 -4.51367 -0.32905  -0.94
C 1.84332 1.43023 1.26885  -0.21
C -0.09708 -2.02307 -0.49265  1.51
C 2.03852 3.42483 2.82955  -1.16
H -3.23828 1.50983 -0.35045  0.51
C 3.09822 5.94963 -1.00075  -0.68
O -0.74538 -1.26047 0.31055  -0.61
C 3.35772 4.60883 -1.28685  0.59
H -1.35548 -7.14207 -0.70975  0.44
S 1.26812 0.30153 -1.50735  -0.38
H 2.42202 1.36743 3.32185  0.36
H -2.81098 -6.65097 -2.63055  0.42
C -2.63338 -5.89217 -1.88275  -0.64
O -0.41958 -2.03907 -1.70085  -0.66
C -1.82418 -6.17317 -0.79615  -0.62
H 0.97392 3.39093 3.04505  0.31
N 2.33102 2.56843 -2.22245  -0.01
O 4.02672 -3.70757 3.46325  -0.60
C -1.52918 2.38923 -1.33625  -0.42
H 3.62632 7.63743 0.20095  0.44
C -4.80828 -1.51237 0.21045  0.13
N 2.14892 2.20843 0.08655  0.40
C 3.83332 6.60473 -0.03055  -0.57
C 4.40412 3.95043 -0.63045  -0.15
H -4.75978 -0.50257 3.45365  0.42
C -6.49058 -1.20227 2.41545  -0.43
H -8.04148 -1.94107 1.14025  0.40
C 3.23152 -4.24557 0.92385  -0.53
C -2.22968 -3.97307 0.06775  -0.28
H 3.14982 -5.28047 -0.94325  0.47
C -1.63488 -5.21617 0.18925  -0.53
C -4.31268 -1.02327 1.42195  0.40
H -0.97408 1.85273 -4.62765  0.28
C 1.62642 -3.78357 -0.79595  -0.85
H -7.14378 -1.10407 3.26925  0.39
C -3.00568 -3.65157 -1.04935  0.35
H 1.20442 -3.95667 -1.77485  0.58
C -1.41298 1.68463 -2.66355  0.69
O -1.75048 0.48253 -2.74435  -0.45
C 1.04172 -2.81067 0.01425  0.50
Si -3.65088 -1.86127 -1.26705  0.98
H 3.62762 2.08743 2.25665  0.37

Results
Charge: +1
HOMO-LUMO gap: 7.622 eV
HOMO: -11.01 eV

---

ΔE to the lowest compared entry with this formula, charge and spin values (in kcal per mole) by entry order: 35.48 0.00 31.74.